Density functional theory data (ωB97M-V/def2-TZVPD) for a molecular structure, C23H41IP2Pt at a distorted geometry.

Each line ends with the Löwdin charge.
Positions of all 68 atoms, in Å:
1 Pt -0.26 0.01 -0.92  0.75
2 C 2.20 1.59 1.54  -0.22
3 C 1.12 2.10 0.78  -0.25
4 C 0.65 2.38 3.04  -0.26
5 C 1.86 1.66 2.91  -0.29
6 C 0.18 2.67 1.75  -0.19
7 C 3.56 1.25 1.07  -0.01
8 H 3.78 1.51 0.02  0.09
9 H 3.77 0.17 1.24  0.10
10 H 4.32 1.76 1.70  0.12
11 C 2.68 1.19 4.03  -0.02
12 H 3.68 0.84 3.73  0.10
13 H 2.13 0.39 4.54  0.07
14 H 2.82 1.99 4.77  0.11
15 C 0.02 2.67 4.33  -0.02
16 H 0.69 3.22 4.99  0.11
17 H -0.24 1.73 4.83  0.08
18 H -0.88 3.28 4.17  0.09
19 C -0.91 3.64 1.52  -0.02
20 H -0.64 4.64 1.92  0.13
21 H -1.83 3.36 2.06  0.09
22 H -1.13 3.78 0.46  0.07
23 C 1.38 3.01 -0.33  -0.06
24 H 1.89 3.86 0.13  0.13
25 H 0.53 3.40 -0.86  0.08
26 H 2.00 2.61 -1.09  0.06
27 C -0.72 -3.28 -1.78  -0.18
28 C 0.53 -2.74 -2.15  -0.44
29 C 0.73 -2.10 -3.57  -0.15
30 C -0.38 -1.13 -3.93  -0.14
31 C -1.08 -0.48 -2.71  -0.31
32 C -2.27 -1.03 -2.21  -0.19
33 C -2.84 -2.35 -2.68  -0.16
34 C -1.84 -3.53 -2.71  -0.16
35 H 0.79 -2.90 -4.34  0.14
36 H -1.19 -1.66 -4.49  0.13
37 H 1.67 -1.57 -3.61  0.08
38 H -1.43 -3.60 -3.75  0.13
39 H -0.62 -4.02 -0.98  0.12
40 H 1.39 -3.44 -1.95  0.14
41 H -2.37 -4.45 -2.40  0.14
42 H -3.66 -2.61 -1.98  0.13
43 H -3.08 -0.43 -1.70  0.07
44 H -3.33 -2.30 -3.69  0.15
45 H 0.00 -0.29 -4.52  0.13
46 H -0.81 0.58 -2.53  0.05
47 P 1.16 -1.60 -0.85  0.70
48 C 1.63 -2.69 0.41  -0.22
49 C 2.58 -0.81 -1.61  -0.21
50 P -2.40 -0.09 0.34  0.81
51 C -1.76 -1.72 0.33  -0.27
52 C -2.66 1.55 -0.47  -0.20
53 C -3.24 0.01 1.95  -0.27
54 H 1.14 -2.37 1.32  -0.08
55 H 2.68 -2.49 0.49  0.07
56 H 1.38 -3.71 0.11  0.08
57 H 2.27 0.06 -2.21  0.06
58 H 3.14 -1.60 -2.12  0.08
59 H 3.06 -0.44 -0.67  0.02
60 H -4.06 -0.69 1.75  0.06
61 H -3.59 1.03 2.14  0.06
62 H -2.62 -0.38 2.78  -0.06
63 H -1.05 -2.00 1.14  -0.11
64 H -2.10 -2.51 -0.31  0.02
65 H -2.86 2.32 0.27  0.05
66 H -3.54 1.45 -1.08  0.07
67 H -1.84 1.92 -1.11  0.04
68 I -0.15 -0.63 2.78  0.81

Kohn-Sham gap (alpha / beta)	5.27 / 5.00	eV
DFT total energy	-54415.3104	eV
highest occupied orbital energy (alpha / beta)	-12.95 / -13.38	eV
multiplicity	5
LUMO level (alpha / beta)	-7.7 / -8.4	eV
net charge	+2

Density functional theory data (ωB97M-V/def2-TZVPD) for a molecular structure, C2H6INO2S at a distorted geometry.

Each line ends with the Löwdin charge.
Positions of all 13 atoms, in Å:
1 C -0.09 -0.54 -0.45  -0.68
2 C -0.59 0.24 0.75  -0.29
3 N 1.09 -1.22 -0.09  -0.41
4 O 0.27 2.11 -1.10  -0.59
5 O -1.00 -1.53 -0.90  -0.02
6 S 0.20 1.99 0.35  0.72
7 I 2.61 -0.05 0.67  0.89
8 H -0.03 0.28 -1.25  0.12
9 H 1.54 -1.50 -0.93  0.01
10 H -0.20 -0.33 1.62  0.09
11 H -1.62 0.23 0.76  0.05
12 H -1.17 -2.29 -0.31  0.11
13 H -1.01 2.60 0.88  0.01

Kohn-Sham gap	8.79	eV
DFT total energy	-26689.1173	eV
highest occupied orbital energy	-9.06	eV
LUMO level	-0.3	eV

Density functional theory data (ωB97M-V/def2-TZVPD) for 2 unconnected molecules or ions with the total composition CH3NO4 at a distorted geometry.

Each line ends with the Löwdin charge.
Positions of all 9 atoms, in Å:
1 O -2.55 0.39 0.51  0.16
2 N -1.50 0.18 -0.01  -0.46
3 O -0.65 0.98 -0.29  0.05
4 O -1.16 -1.08 -0.34  0.09
5 H -0.21 -1.34 -0.05  0.13
6 C 1.47 0.19 0.07  -0.15
7 O 1.48 -0.97 0.46  -0.03
8 H 1.40 1.23 0.58  0.12
9 H 1.72 0.41 -0.93  0.07

Kohn-Sham gap	10.78	eV
DFT total energy	-10760.2489	eV
highest occupied orbital energy	-10.77	eV
LUMO level	0.0	eV
SMILES	O=[N+]([O-])O.C=O